1.
Here is 2 unconnected molecules or ions with the total composition C8H11NS in a non-equilibrium geometry from OMol25. Energies are from ωB97M-V/def2-TZVPD.

```
21
Properties=species:S:1:pos:R:3:forces:R:3:mulliken_charge:R:1
C -1.401817 0.131816 -2.604981 2.8219 0.6399 -0.3513 -0.386
C -0.199966 -0.599844 -2.598205 -0.9736 -2.4317 1.0793 -0.638
C 0.743303 -0.241823 -1.657472 -0.8975 1.6503 -1.1716 -0.370
C 0.713997 1.028980 -1.124872 2.3402 1.4440 1.2720 -0.280
C -0.343837 1.893523 -1.378441 0.2541 -0.9187 0.4215 -0.376
C -1.431733 1.396800 -2.049004 -2.2445 -0.3766 0.1528 -0.183
H -2.187264 -0.045328 -3.234899 -1.9506 -1.2631 -1.3580 0.446
H -0.037580 -1.668970 -2.973851 -0.8040 1.7810 -0.0659 0.239
H 1.523276 -0.886675 -1.473895 1.8082 -1.2071 0.4791 0.629
H 1.650396 1.380795 -0.505903 -2.1637 -0.6503 -1.1279 0.236
H -0.390519 2.855238 -0.959761 0.1743 1.1462 0.4966 0.408
H -2.476103 1.834085 -2.068852 1.6905 0.2522 -0.0159 0.263
C 0.811992 0.940079 3.755471 -0.5349 0.8303 -0.9646 -0.265
N 0.500554 -0.151980 3.201416 1.1557 -0.8935 1.4639 -0.342
S -0.049316 -0.424347 1.696599 -0.1735 -0.9845 -0.9416 0.121
C 0.213655 -2.288229 1.527735 -2.8871 -0.6840 -0.4682 -0.704
H 0.618124 1.911034 3.249322 0.2322 -0.3273 0.3863 0.194
H 1.301955 0.959527 4.731191 -0.3034 -0.1910 -0.1321 0.249
H -0.875518 -2.802069 1.530432 2.3435 1.2359 -0.0513 0.228
H 0.685904 -2.687122 2.456540 0.2295 0.4825 -1.1133 0.326
H 0.630495 -2.535492 0.481430 -0.1173 0.4657 2.0100 0.204
```
Positions in Å, forces in eV/Å.

Its multiplicity is 1. As for the SMILES: c1ccccc1.C=NSC. The value obtained for the LUMO energy is 1.01 eV. The gap between HOMO and LUMO comes out at 9.347 eV. Its energy above the lowest of the compared OMol25 structures with the same formula, charge and spin is 193.2 kJ/mol.

=====

2.
Here is a molecular structure, C6H11NO in a non-equilibrium geometry from OMol25. Energies are from ωB97M-V/def2-TZVPD.

```
19
Properties=species:S:1:pos:R:3:forces:R:3:mulliken_charge:R:1
C -1.101853 -0.450625 -0.022463 3.5049 -0.7402 0.2345 0.206
C -2.184863 0.554028 0.205636 -0.5072 0.2617 0.0081 -0.337
C -3.044847 -0.709330 -0.052672 -0.3388 0.1387 0.0409 -0.363
C 1.461352 0.657342 0.941846 0.0441 -0.4320 0.0621 -1.441
C 1.470098 -0.511754 -1.333909 0.1937 -0.1459 0.1871 -1.401
C 1.133517 -0.560815 0.131041 -3.6508 0.5165 -0.5369 0.995
N -1.804526 -1.490393 -0.262134 0.5296 -0.0658 0.0024 -0.616
O 1.366344 -1.729608 0.785397 0.2312 0.2217 -0.0510 -0.530
H -2.245070 0.981597 1.204414 0.0223 0.0627 0.0185 0.216
H -2.263539 1.335361 -0.547947 0.0089 0.0774 0.0198 0.211
H -3.597793 -1.065008 0.817898 -0.0659 0.0134 -0.0603 0.238
H -3.692894 -0.693452 -0.931172 0.0026 0.0453 0.0582 0.254
H 2.542846 0.797652 0.978895 0.1478 0.0262 0.0060 0.416
H 1.098287 0.538272 1.958678 -0.0346 0.0189 0.0698 0.345
H 1.009427 1.538555 0.497177 -0.0209 0.0296 -0.0554 0.318
H 2.555901 -0.500507 -1.473021 0.0783 -0.0345 0.0210 0.420
H 1.058407 0.384663 -1.788799 -0.0364 0.0443 0.0205 0.301
H 1.064945 -1.376712 -1.854471 -0.0581 -0.0655 -0.0447 0.389
H 1.126529 -2.469877 0.214720 -0.0505 0.0275 -0.0006 0.378
```
Positions in Å, forces in eV/Å.

Its multiplicity is 1. The value obtained for the LUMO energy is 0.93 eV. The gap between HOMO and LUMO comes out at 8.839 eV. Its energy above the lowest of the compared OMol25 structures with the same formula, charge and spin is 379.7 kJ/mol.